72
Properties=species:S:1:pos:R:3:forces:R:3:lowdin_spin:R:1 method="wB97M-V/def2-TZVPD" s2=2.00 spin_multiplicity=3 energy_ha=-3640.55611 total_charge=+1
Pd -19.466179 0.373552 -9.940080 -0.47 0.83 -0.99 1.595
C -21.280467 4.190354 -11.257542 0.35 0.49 -0.53 0.010
C -20.125062 3.193730 -11.179491 0.14 -0.48 -1.27 0.017
C -18.775423 3.891005 -11.298309 0.21 0.54 0.74 -0.001
O -20.201868 2.341307 -10.107689 -0.30 -0.17 1.16 0.152
H -21.150131 5.057898 -10.604217 -0.21 -0.27 0.38 0.000
H -22.251586 3.710324 -11.146823 0.03 0.05 0.24 0.000
H -21.267193 4.615983 -12.268974 -0.08 -0.02 0.04 0.001
H -20.204975 2.634332 -12.140177 -0.05 -0.19 0.24 0.004
H -18.571849 4.555748 -10.445233 -0.31 -0.03 0.03 0.000
H -18.710120 4.534449 -12.180238 0.12 -0.28 -0.14 0.000
H -17.980245 3.146502 -11.251655 0.00 -0.05 -0.47 0.000
C -14.830614 1.074928 -8.817990 0.20 -0.09 -0.12 0.001
S -16.121377 1.948381 -9.710276 0.45 0.37 -0.11 0.005
O -17.234735 0.980159 -9.879453 0.54 -0.19 0.00 0.023
C -16.548964 3.055690 -8.376228 -0.32 0.12 0.19 0.001
H -15.323601 0.439654 -8.082970 0.04 0.07 0.10 0.000
H -14.150151 1.797369 -8.368190 -0.10 0.01 0.13 0.000
H -14.247023 0.467439 -9.507765 -0.18 -0.05 -0.10 0.000
H -17.515203 3.493602 -8.621577 -0.02 -0.02 -0.09 0.000
H -15.797699 3.841527 -8.313303 0.06 -0.03 -0.01 0.000
H -16.635967 2.511396 -7.437897 0.04 -0.04 -0.02 0.000
C -17.887239 1.390428 -14.500392 -0.56 0.44 0.25 0.002
S -17.334017 0.630600 -12.973950 0.09 -0.15 -0.19 0.003
O -18.605202 0.512827 -12.211373 -0.26 -0.04 0.06 0.023
C -17.080185 -1.005555 -13.681727 0.32 0.16 -0.06 0.000
H -18.804839 0.863680 -14.767221 0.23 -0.25 -0.31 0.000
H -17.135070 1.439320 -15.282067 0.02 -0.15 -0.02 0.000
H -18.232547 2.392435 -14.238396 0.33 0.08 0.07 0.000
H -16.713536 -1.691499 -12.921806 -0.11 0.08 0.15 0.000
H -16.327712 -0.925181 -14.467518 -0.09 -0.07 -0.08 0.000
H -18.046574 -1.323322 -14.068321 0.03 -0.10 -0.08 0.000
C -22.978686 -2.310478 -11.173198 -0.03 -0.28 -0.15 0.001
S -21.716778 -1.597933 -12.248570 0.31 -0.37 0.50 0.010
O -20.858486 -0.796978 -11.347607 -0.21 0.49 -0.02 0.032
C -20.749061 -3.121648 -12.548416 -1.16 0.31 -1.29 0.001
H -23.756725 -2.745435 -11.801470 -0.10 0.06 0.07 0.000
H -23.365040 -1.499995 -10.561331 -0.13 0.08 -0.12 0.000
H -22.561099 -3.081154 -10.526047 0.11 0.10 0.01 0.000
H -19.724139 -2.897396 -12.275926 0.00 -0.17 0.32 0.000
H -20.844641 -3.256150 -13.630358 0.42 -0.10 0.01 0.000
H -21.252167 -3.986030 -12.124636 0.44 -0.05 0.49 0.000
C -17.264771 0.428917 -5.298049 0.89 0.03 0.05 0.001
S -18.839035 0.353275 -6.144402 -0.20 0.27 0.42 0.001
O -18.538363 0.381140 -7.600441 0.37 -0.12 0.31 0.011
C -19.169657 -1.351644 -5.691817 0.24 -0.25 -0.10 0.000
H -16.548438 -0.193122 -5.842394 -0.23 -0.24 0.02 0.000
H -17.344285 0.088449 -4.266340 -0.16 -0.03 -0.02 0.000
H -16.819450 1.423890 -5.291754 -0.46 0.19 -0.06 0.000
H -20.016448 -1.680225 -6.290108 -0.09 0.03 0.05 0.000
H -19.377091 -1.447400 -4.627039 -0.14 0.18 -0.01 0.000
H -18.287836 -1.946789 -5.930229 -0.03 -0.04 -0.10 0.000
C -23.079165 1.430124 -9.547863 0.34 -0.10 0.36 0.001
S -22.438854 0.421643 -8.182730 -0.48 0.37 -0.12 0.019
O -21.159092 -0.179339 -8.690322 0.08 -0.57 0.76 0.051
C -22.038540 1.759574 -7.052167 -0.04 0.24 -0.81 0.001
H -22.780473 2.464333 -9.402841 -0.09 0.00 -0.05 0.000
H -24.156179 1.301705 -9.609103 -0.03 0.00 -0.11 0.000
H -22.526417 1.050716 -10.407553 -0.22 0.01 -0.11 0.000
H -21.448254 2.481308 -7.622181 0.28 -0.12 0.13 0.000
H -21.504762 1.354752 -6.200881 -0.09 0.06 0.15 0.000
H -22.984722 2.237611 -6.796360 -0.01 -0.15 0.28 0.000
C -17.648170 -4.128767 -9.695981 0.19 -0.33 0.44 0.005
S -18.360513 -2.704844 -8.865702 -0.32 -0.04 -0.43 0.005
O -18.617186 -1.687193 -9.927384 0.26 -0.40 -0.27 0.025
C -19.927777 -3.532123 -8.532394 -0.34 0.09 0.56 0.000
H -17.473586 -4.834952 -8.878934 0.13 -0.12 -0.16 0.001
H -16.701190 -3.882068 -10.167803 0.02 0.20 0.09 0.000
H -18.324551 -4.589008 -10.413222 -0.10 0.24 -0.07 0.000
H -19.810629 -4.009133 -7.556319 -0.05 -0.31 -0.17 0.000
H -20.203145 -4.238294 -9.312188 0.16 -0.08 0.01 0.000
H -20.740568 -2.811688 -8.426778 0.31 0.37 -0.10 0.000

***

77
Properties=species:S:1:pos:R:3:forces:R:3:mulliken_charge:R:1 method="wB97M-V/def2-TZVPD" energy_ha=-1966.44730 total_charge=+2
C 4.714236 -0.066380 18.554169 -0.21 -1.24 -0.10 -1.279
C 4.048084 1.238418 18.767717 1.09 0.10 0.48 0.865
O 3.599091 1.668539 19.769305 -0.32 0.16 -0.19 -0.398
N 4.119133 2.208870 17.574167 -0.71 -0.21 -0.48 0.435
H 4.144588 1.668538 16.705797 0.32 0.01 0.01 0.465
H 3.185829 2.645576 17.536075 0.09 0.21 0.19 -0.484
C 5.193832 3.216859 17.768742 0.16 0.18 0.64 -0.983
H 5.792632 -0.133198 18.718801 0.06 0.84 -0.08 0.362
H 4.515431 -0.479660 17.565354 -0.10 0.07 0.02 0.356
H 4.337793 -0.760726 19.306444 -0.29 0.07 -0.11 0.368
H 6.148708 2.715248 17.904028 -0.05 -0.08 0.04 0.463
H 4.902769 3.761287 18.663798 0.24 -0.13 0.16 0.495
H 5.283739 3.972164 16.995814 -0.33 -0.41 -0.44 0.198
C 2.141677 8.624721 19.322141 -0.04 0.24 0.65 -1.521
C 3.578169 8.624998 18.884143 0.11 0.71 -1.34 0.238
C 4.487040 7.613165 19.536345 -0.33 0.21 -0.08 -0.288
O 5.793433 7.995403 19.183001 -0.13 -0.47 0.40 -0.382
C 6.774155 7.136802 19.772076 0.43 0.09 -0.89 -0.649
N 3.658965 8.421146 17.352414 -0.24 -0.76 0.62 -0.122
H 3.080874 7.604202 17.128211 0.11 -0.08 -0.19 -0.113
H 3.306402 9.208160 16.812546 0.18 0.18 0.14 0.404
H 4.630601 8.199414 17.123296 0.01 0.17 -0.15 0.424
H 2.116972 9.217336 20.239238 -0.16 -0.36 0.19 0.431
H 1.791195 7.610393 19.512370 -0.17 0.08 -0.01 0.291
H 1.452323 9.156056 18.665714 0.16 -0.17 -0.31 0.484
H 4.038721 9.608352 18.986839 -0.04 -0.03 0.35 0.450
H 4.288667 6.580475 19.220326 -0.21 0.03 -0.09 0.011
H 4.245291 7.669766 20.605230 0.49 0.00 0.12 0.500
H 6.782637 6.146652 19.301199 -0.44 -0.10 0.16 0.171
H 6.639885 7.053386 20.847990 0.12 0.09 0.05 0.335
H 7.733394 7.558469 19.480157 0.04 0.19 0.49 0.298
C -2.215549 2.888835 16.396115 0.07 -0.08 -1.28 -1.467
C -1.537684 4.256947 16.530541 -1.74 -1.17 1.95 0.663
C -2.622399 5.288745 16.836532 -0.38 0.15 -2.34 -0.993
O -2.181489 6.550007 17.238335 -0.16 0.01 0.89 -0.375
C -1.609587 7.330675 16.210843 -0.05 -0.18 -0.24 -0.448
N -0.676578 4.102720 17.770826 2.55 0.16 -0.76 0.031
H -0.007073 3.260885 17.700137 -1.15 0.36 -0.03 0.499
H 0.044102 4.830835 17.780164 -0.42 0.52 0.21 -0.112
H -1.120573 4.111546 18.685788 -0.57 0.00 -0.26 0.413
H -2.692185 2.775425 15.419281 -0.16 0.29 0.06 0.427
H -2.982299 2.698130 17.145012 0.16 0.11 0.20 0.400
H -1.476479 2.095943 16.382619 0.06 -0.13 0.30 0.315
H -0.969628 4.510224 15.641987 0.60 -0.01 0.36 0.201
H -3.423311 4.856697 17.436751 0.44 0.37 0.85 0.426
H -3.139692 5.403251 15.866908 0.00 -0.02 0.01 0.454
H -1.483679 8.344520 16.581964 0.21 -0.10 0.20 0.255
H -2.250773 7.415255 15.326000 -0.14 -0.25 0.08 0.347
H -0.658663 6.879226 15.914587 0.18 0.32 -0.13 0.034
C 2.437232 3.993457 11.580613 -0.03 -0.38 0.21 -1.370
C 2.866660 3.845939 13.035970 0.86 2.04 -0.63 0.528
C 4.225040 3.181615 13.097974 0.23 -0.47 0.36 -0.581
O 5.168045 3.866380 12.297326 -0.73 0.00 -0.35 -0.351
C 6.223037 3.019603 11.915209 1.57 -0.63 -0.36 -0.805
N 3.175389 5.307785 13.566765 -0.98 -0.93 -0.43 -0.171
H 3.688923 5.827928 12.855413 0.52 -0.14 0.28 0.428
H 2.291838 5.793726 13.713602 0.03 -0.02 0.19 0.369
H 3.647165 5.172927 14.462028 0.20 0.60 0.00 -0.018
H 1.688932 4.766337 11.410230 -0.20 -0.17 0.10 0.391
H 2.071820 3.023061 11.245357 -0.26 0.11 -0.05 0.429
H 3.310625 4.217026 10.969851 -0.02 0.12 0.03 0.336
H 2.132947 3.501503 13.758546 0.10 -0.57 -0.18 0.036
H 4.093184 2.152507 12.753951 0.09 -0.09 0.16 0.718
H 4.627392 3.194710 14.120752 -0.28 -0.37 0.16 0.146
H 5.950652 2.081687 11.418529 -0.70 0.06 0.32 0.332
H 6.868956 2.770157 12.765119 -0.19 -0.03 0.11 0.306
H 6.886361 3.468386 11.174765 -0.34 0.68 0.17 0.301
B 1.227528 1.273134 16.376644 0.09 0.83 -1.54 0.143
F 1.594307 2.091242 15.241498 -0.46 -1.44 -0.09 -0.168
F 2.297004 0.426042 16.639026 0.19 0.09 0.51 -0.344
F 1.096521 2.283296 17.424396 0.27 -1.14 0.67 -0.575
F 0.052224 0.619492 16.179927 0.06 0.01 0.19 -0.265
B 2.533411 5.040879 17.042044 -0.12 0.38 0.44 0.211
F 3.757506 5.664480 16.681146 0.45 0.02 -0.42 -0.517
F 1.563863 6.067168 16.937123 -0.27 0.11 0.11 -0.664
F 2.227724 4.009899 16.182312 0.73 1.24 -0.13 0.396
F 2.626455 4.582601 18.356872 -0.12 0.13 -0.16 -0.138